[1]
# C28H25Cl56IN3O

A 15-piece molecular cluster, C28H25Cl56IN3O overall (ωB97M-V/def2-TZVPD, the OMol25 dataset).

```
114
Properties=species:S:1:pos:R:3:forces:R:3:mulliken_charge:R:1
C 0.276 -6.671 1.805 0.414 1.105 0.833 -0.34
O -0.260 -6.310 0.483 1.856 0.864 1.067 -0.45
C 0.480 -5.158 -0.065 -0.428 0.776 -0.743 0.25
C 1.819 -5.553 -0.934 0.077 0.203 -0.842 -0.31
C 3.172 -4.701 -0.512 -0.214 -0.690 -1.231 -0.26
C 2.835 -3.103 -0.653 0.955 1.158 0.109 0.37
C 3.138 -2.205 0.684 0.291 1.610 4.106 -0.61
N 3.606 -0.772 0.565 -1.164 -2.538 4.942 0.45
C 3.775 -0.128 1.923 -1.595 -5.074 -1.519 -0.37
N 3.406 -1.204 2.931 0.763 0.983 -3.873 0.52
C 3.439 -0.853 4.402 -1.276 1.259 1.315 -0.41
C 1.860 -0.657 4.896 -3.038 0.502 3.414 0.51
C 0.603 -0.607 3.794 0.783 0.346 -0.842 -0.97
N 1.481 -0.484 6.219 1.472 -0.997 -5.701 -0.40
C 2.998 -2.513 2.288 0.880 2.693 -4.644 -0.06
C 2.503 -3.922 2.964 0.452 0.919 1.269 0.92
C 3.562 -4.472 4.133 -2.167 -1.562 0.552 -0.60
C 3.015 -4.132 5.667 -0.243 0.145 -0.040 -0.20
I 5.644 -3.900 3.779 -0.953 -0.353 0.254 0.05
H 0.123 -5.708 2.494 0.220 -2.116 -1.136 0.10
H -0.259 -7.591 2.299 0.909 1.862 -1.418 0.32
H 1.440 -6.854 1.775 -2.126 0.091 -0.116 0.15
H -0.282 -4.602 -0.798 1.591 -1.389 1.633 0.07
H 0.742 -4.339 0.763 -0.542 -1.880 -1.444 -0.05
H 1.582 -5.228 -2.059 0.577 -0.720 2.356 -0.06
H 2.013 -6.728 -1.002 -0.463 2.629 0.516 0.23
H 3.984 -4.965 -1.347 -1.716 0.670 1.928 0.24
H 3.646 -5.025 0.508 -1.092 0.823 -1.806 0.30
H 1.742 -2.857 -1.011 2.044 -0.724 0.858 0.36
H 3.551 -2.677 -1.509 -1.515 -0.777 1.939 -0.33
H 3.723 -0.416 -0.410 0.115 0.293 1.355 -0.15
H 4.096 0.977 2.139 -0.710 -2.610 -0.402 0.35
H 4.045 -1.603 5.065 -1.349 1.187 -1.517 0.05
H 3.940 0.217 4.570 -0.998 -2.385 -0.708 0.28
H 0.179 -1.670 3.538 0.927 1.945 0.647 0.19
H -0.284 0.075 4.168 2.006 -1.451 -0.433 0.42
H 0.967 -0.138 2.773 -0.726 -0.973 2.023 0.18
H 0.423 -0.382 6.225 1.643 -0.059 -0.068 0.19
H 1.490 -3.715 3.529 1.940 -0.368 -1.190 0.15
H 2.306 -4.796 2.211 0.624 2.279 1.054 -0.91
H 3.517 -5.661 4.046 0.389 2.714 0.051 0.58
H 2.069 -3.430 5.612 1.929 -1.299 0.089 0.19
H 3.816 -3.594 6.337 -1.578 -1.284 -1.415 -0.28
H 2.654 -5.131 6.186 0.929 2.070 -1.071 0.33
C 3.480 1.837 -2.922 0.071 0.640 -0.354 0.16
Cl 2.131 2.796 -2.262 0.334 -0.347 -0.154 -0.06
Cl 3.689 2.217 -4.650 0.289 -0.055 0.733 -0.04
Cl 4.977 2.233 -2.041 -0.374 -0.129 -0.140 -0.09
Cl 3.122 0.102 -2.735 -0.077 0.062 -0.083 0.07
C 0.941 0.502 -7.119 -0.077 -0.073 -0.225 0.15
Cl 1.601 1.880 -8.036 -0.136 -0.329 0.278 -0.09
Cl -0.702 0.134 -7.701 0.711 0.181 0.042 -0.01
Cl 1.986 -0.922 -7.352 -0.092 0.446 -0.177 -0.04
Cl 0.880 0.916 -5.387 -0.413 0.041 -0.479 -0.03
C 5.290 -2.604 9.221 0.115 -0.014 0.172 0.29
Cl 4.131 -1.737 8.182 0.124 -0.018 0.275 -0.05
Cl 5.966 -1.477 10.425 -0.202 -0.307 -0.355 -0.10
Cl 4.456 -3.937 10.058 0.198 0.351 -0.256 -0.09
Cl 6.608 -3.263 8.220 -0.313 0.134 0.174 -0.09
C 0.899 3.026 7.521 0.053 -0.008 0.244 0.34
Cl 1.564 2.206 8.956 -0.185 0.221 -0.439 -0.08
Cl -0.572 2.179 6.980 0.374 0.159 0.064 -0.10
Cl 0.495 4.712 7.935 0.064 -0.488 -0.158 -0.04
Cl 2.109 3.009 6.214 -0.212 0.066 0.204 -0.11
C -4.976 0.545 -7.376 -0.293 0.036 -0.052 0.30
Cl -5.365 -1.156 -7.017 0.145 0.390 -0.070 -0.09
Cl -6.365 1.575 -6.946 0.309 -0.741 -0.626 0.00
Cl -3.552 1.043 -6.427 -0.386 -0.136 -0.199 -0.11
Cl -4.623 0.720 -9.113 -0.028 -0.036 0.408 -0.10
C -0.540 -3.235 -5.020 -0.175 0.157 0.001 0.13
Cl 0.874 -2.223 -4.630 -0.748 -0.107 0.353 0.13
Cl -1.903 -2.192 -5.499 0.364 -0.389 0.238 0.01
Cl -0.132 -4.332 -6.363 -0.853 0.430 0.042 -0.10
Cl -0.998 -4.193 -3.589 0.109 0.140 -0.289 -0.07
C 7.113 -1.985 -0.638 0.352 -0.255 0.004 0.14
Cl 5.954 -1.119 -1.678 0.370 -0.203 0.059 0.03
Cl 7.789 -0.858 0.565 -0.236 -0.244 -0.281 -0.10
Cl 6.279 -3.318 0.199 0.258 0.377 -0.279 -0.01
Cl 8.431 -2.645 -1.640 -0.462 0.238 0.295 -0.06
C -6.102 3.780 -3.122 -0.006 -0.177 0.119 0.18
Cl -5.530 2.627 -4.354 -0.156 0.720 0.966 0.06
Cl -4.701 4.524 -2.310 -0.301 -0.088 -0.170 -0.12
Cl -7.078 5.049 -3.904 0.564 -0.167 0.191 -0.01
Cl -7.098 2.921 -1.921 0.374 0.187 -0.239 -0.07
C -3.434 5.304 6.621 -0.128 0.093 0.136 0.31
Cl -2.502 4.935 5.148 -0.156 0.099 0.301 -0.09
Cl -2.716 6.714 7.440 -0.520 -0.611 -0.146 -0.04
Cl -5.122 5.668 6.180 0.454 -0.101 0.093 -0.09
Cl -3.396 3.899 7.715 -0.123 0.388 -0.219 -0.08
C -0.850 9.602 5.516 0.005 0.096 -0.003 0.28
Cl -1.512 9.012 3.970 0.146 0.106 0.386 -0.08
Cl 0.452 10.775 5.196 -0.333 -0.296 0.077 -0.10
Cl -2.144 10.391 6.453 0.328 -0.225 -0.233 -0.09
Cl -0.197 8.229 6.445 0.230 0.511 -0.350 -0.02
C 4.071 -5.134 -4.882 -0.086 -0.182 -0.181 0.14
Cl 5.003 -5.504 -6.355 -0.254 0.139 0.459 -0.08
Cl 4.789 -3.724 -4.063 -0.060 -0.126 -0.038 -0.03
Cl 2.384 -4.770 -5.322 1.499 -0.749 0.177 -0.02
Cl 4.109 -6.540 -3.787 0.026 0.290 -0.213 -0.09
C -7.735 5.194 -9.196 -0.043 0.004 -0.063 0.20
Cl -7.075 6.571 -10.113 -0.160 -0.323 0.258 -0.10
Cl -9.378 4.826 -9.778 0.412 0.085 0.149 -0.09
Cl -6.689 3.770 -9.430 -0.264 0.446 -0.060 -0.02
Cl -7.796 5.608 -7.465 0.002 -0.275 -0.518 0.02
C -6.699 9.024 -5.444 0.021 0.076 -0.025 0.31
Cl -6.039 10.401 -6.361 -0.175 -0.356 0.230 -0.09
Cl -8.342 8.656 -6.026 0.387 0.154 0.204 -0.08
Cl -5.654 7.600 -5.677 -0.145 0.475 0.045 -0.07
Cl -6.761 9.438 -3.712 0.012 -0.126 -0.410 -0.09
C -11.174 2.781 -3.253 -0.108 0.121 -0.053 0.28
Cl -11.835 2.191 -4.799 0.172 0.128 0.381 -0.10
Cl -9.872 3.954 -3.573 -0.663 -0.472 0.057 0.01
Cl -12.467 3.570 -2.317 0.313 -0.211 -0.219 -0.10
Cl -10.521 1.408 -2.324 -0.134 0.300 -0.208 -0.11
```
Forces are in eV/Å.

Calculated values
Net charge: +1
Highest occupied orbital energy (eV): -11.9
HOMO-LUMO gap (eV): 8.55
M (g mol⁻¹): 2531.80


[2]
# C21H37ClEuN3O7S

C21H37ClEuN3O7S as an isolated structure (ωB97M-V/def2-TZVPD, the OMol25 dataset).

```
71
Properties=species:S:1:pos:R:3:forces:R:3:mulliken_spin:R:1
O 1.442 -0.495 -0.852 -0.071 -0.602 -0.583 0.00
C 2.669 0.093 -0.737 -0.343 0.116 0.287 0.00
C 3.528 -0.607 0.335 0.103 0.605 -0.229 -0.02
C 2.967 -1.354 1.378 0.237 -0.087 -0.250 0.00
H 1.876 -1.431 1.459 0.435 -0.013 -0.106 0.01
C 3.808 -1.998 2.294 0.074 0.363 -0.206 0.00
H 3.363 -2.621 3.074 0.236 0.242 -0.140 0.00
C 5.195 -1.813 2.218 -0.111 -0.088 -0.041 0.00
H 5.842 -2.289 2.952 -0.084 0.055 -0.109 0.00
C 5.754 -1.020 1.208 -0.297 -0.014 0.004 0.00
H 6.834 -0.853 1.155 -0.318 -0.132 0.076 0.00
C 4.914 -0.433 0.263 0.058 -0.281 0.312 0.00
H 5.325 0.190 -0.538 -0.117 -0.206 0.241 0.00
H 3.254 0.031 -1.675 0.158 -0.183 -0.173 0.00
C 1.954 2.431 -1.637 -0.030 0.055 -0.138 0.00
C 2.493 1.609 -0.500 0.490 -0.317 1.738 0.02
H 2.289 3.473 -1.534 -0.063 -0.320 -0.289 0.00
H 0.849 2.460 -1.684 0.513 -0.067 0.171 0.00
H 2.305 1.999 -2.584 -0.006 0.216 0.025 0.00
C 2.724 2.110 0.734 -0.285 -0.125 -1.094 0.00
C 2.574 3.538 1.123 0.076 0.360 0.299 0.00
H 3.026 1.444 1.546 0.100 0.080 -0.326 0.00
H 3.551 3.935 1.420 0.062 0.047 0.088 0.00
H 1.897 3.607 1.981 0.148 0.144 -0.180 0.00
H 2.171 4.179 0.331 0.030 -0.239 0.269 0.00
Eu -0.475 0.451 0.083 1.105 0.237 0.242 6.94
Cl -0.470 3.074 0.948 -0.236 0.605 -0.019 0.00
C -3.058 1.515 1.105 0.911 -1.073 -0.968 0.00
O -2.834 0.845 0.062 -1.329 1.035 1.138 0.01
N -4.244 2.010 1.423 -0.861 -0.080 -0.030 0.00
C -5.345 1.870 0.476 0.114 0.173 0.323 0.00
C -4.494 2.502 2.775 0.281 0.117 -0.310 0.00
H -2.262 1.717 1.834 -0.358 -0.104 -0.077 0.01
H -4.948 1.397 -0.429 -0.164 0.110 0.274 0.00
H -5.747 2.862 0.235 -0.014 -0.173 0.012 0.00
H -6.143 1.256 0.915 0.109 0.077 -0.152 0.00
H -3.592 2.319 3.377 -0.330 0.043 -0.151 0.00
H -5.347 1.962 3.216 0.230 0.182 -0.096 0.00
H -4.699 3.580 2.748 -0.090 -0.202 0.122 0.00
H 1.005 -5.185 -0.070 0.125 0.094 0.136 0.00
H -1.376 -4.873 1.095 0.021 0.142 -0.095 0.00
C 1.085 -4.109 0.147 -0.112 -0.319 -0.324 0.00
C -1.193 -3.789 1.084 0.276 0.228 0.292 0.00
N -0.218 -3.480 0.050 -0.154 -0.184 -0.217 0.00
H 1.749 -3.636 -0.588 -0.026 -0.116 0.351 0.00
C -0.479 -2.676 -0.998 -0.536 1.297 0.503 0.00
O -1.338 -1.772 -1.009 0.598 -1.755 -0.387 0.00
H -2.128 -3.258 0.887 0.331 -0.087 0.013 0.00
H 0.184 -2.881 -1.862 -0.082 0.376 0.270 0.00
H 1.500 -3.976 1.158 -0.119 0.082 -0.371 0.00
H -0.795 -3.499 2.068 -0.268 0.046 -0.233 0.00
H -2.304 1.774 -5.111 0.242 0.071 0.066 0.00
H -1.203 -0.471 -6.180 0.143 0.062 0.178 0.00
C -1.264 1.935 -4.787 0.105 -0.235 0.032 0.00
C -0.307 -0.231 -5.588 0.036 0.096 0.251 0.00
N -0.625 0.657 -4.478 -0.190 0.083 -0.807 0.00
H -1.258 2.544 -3.878 -0.006 -0.101 -0.264 0.00
C -0.508 0.263 -3.207 -0.567 1.102 2.159 0.00
O -0.890 0.976 -2.244 0.500 -1.311 -2.654 0.00
H 0.112 -1.160 -5.186 -0.077 0.172 -0.119 0.00
H -0.033 -0.725 -3.054 -0.145 0.398 0.049 0.00
H -0.707 2.427 -5.595 -0.135 -0.055 0.209 0.00
H 0.432 0.230 -6.256 -0.118 -0.060 0.132 0.00
C -3.115 -1.362 2.579 -0.186 -0.031 -0.109 0.00
S -1.531 -0.811 3.243 1.324 0.822 -0.413 0.00
O -1.701 0.594 3.661 -0.194 -1.446 -0.096 0.00
O -1.145 -1.758 4.282 -0.355 0.413 -0.437 0.00
O -0.603 -0.878 2.046 -1.118 -0.533 1.751 0.02
H -3.932 -0.733 2.938 0.228 0.030 0.068 0.00
H -3.320 -2.396 2.859 0.223 0.092 0.077 0.00
H -3.040 -1.285 1.494 -0.126 0.067 0.034 0.00
```
Forces are in eV/Å.

Calculated values
Net charge: -1
Highest occupied orbital energy (alpha / beta) (eV): -2.2 / -4.8
Spin multiplicity: 8
HOMO-LUMO gap (alpha / beta) (eV): 4.47 / 7.12
⟨S²⟩: 15.759
M (g mol⁻¹): 663.03
ΔE to the lowest compared entry with this formula, charge and spin (kcal/mol): 5.4